{"formula": "F6Li2N3O12S6", "method": "ωB97M-V with the def2-TZVPD basis set", "lumo_energy_ev": [-2.61, -7.19], "s2": 0.7622, "multiplicity": 2, "relative_energy_kcal_mol": 45.2, "gap_ev": [9.59, 5.00], "homo_energy_ev": [-12.21, -12.18], "species": ["Li", "Li", "N", "S", "O", "O", "F", "S", "O", "O", "F", "N", "S", "O", "O", "F", "S", "O", "O", "F", "N", "S", "O", "O", "F", "S", "O", "O", "F"], "positions_angstrom": [[-0.024, 0.660, 0.418], [-2.104, 0.367, 1.575], [-1.471, 1.847, 0.257], [-1.311, 3.507, 0.519], [-2.233, 4.105, 1.411], [-0.678, 4.399, -0.425], [-0.038, 3.297, 1.474], [-2.446, 2.256, -0.851], [-1.999, 2.776, -2.127], [-3.834, 2.453, -0.431], [-2.450, 0.691, -1.158], [1.242, -1.541, -3.109], [2.889, -1.330, -3.249], [3.819, -2.476, -3.147], [3.423, -0.005, -2.965], [2.757, -1.157, -4.828], [1.218, -1.606, -1.583], [1.294, -0.341, -0.780], [1.815, -2.805, -0.997], [-0.329, -1.952, -1.372], [-0.537, -0.725, 1.791], [0.913, -0.819, 2.776], [2.149, -1.176, 2.084], [0.816, -1.077, 4.254], [1.081, 0.788, 2.755], [-0.755, -2.177, 2.044], [-1.212, -2.680, 3.340], [0.141, -3.030, 1.270], [-2.135, -2.248, 1.055]], "lowdin_spin": [-0.001, 0.000, 0.000, 0.000, 0.000, 0.000, 0.000, 0.000, 0.000, 0.000, 0.000, 0.455, -0.020, 0.085, 0.090, -0.006, -0.026, 0.134, 0.293, -0.010, 0.001, 0.000, 0.000, 0.000, 0.000, 0.000, 0.001, 0.004, 0.000]}



{"formula": "F6Li3N3O12S6", "method": "ωB97M-V with the def2-TZVPD basis set", "lumo_energy_ev": -3.65, "multiplicity": 1, "relative_energy_kcal_mol": 253.4, "gap_ev": 7.05, "homo_energy_ev": -10.70, "species": ["Li", "Li", "Li", "N", "S", "O", "O", "F", "S", "O", "O", "F", "N", "S", "O", "O", "F", "S", "O", "O", "F", "N", "S", "O", "O", "F", "S", "O", "O", "F"], "positions_angstrom": [[0.078, 1.927, 4.186], [-0.101, -0.134, 0.342], [-2.058, -2.400, -1.736], [1.157, -2.616, -1.309], [1.618, -3.993, -0.406], [3.007, -4.228, -0.032], [0.703, -5.135, -0.706], [0.847, -3.532, 0.991], [2.236, -2.893, -2.374], [1.956, -3.957, -3.314], [3.617, -2.444, -2.144], [1.787, -1.591, -3.216], [-3.427, 0.224, -0.266], [-4.268, 0.563, 1.260], [-5.739, 0.709, 1.259], [-3.514, 1.284, 2.285], [-3.990, -1.039, 1.629], [-4.342, 1.165, -1.091], [-4.516, 2.517, -0.575], [-5.499, 0.492, -1.751], [-3.317, 1.483, -2.260], [1.855, 2.054, 1.547], [1.885, 3.384, 0.532], [1.643, 3.062, -0.881], [2.651, 4.544, 0.906], [0.424, 3.866, 1.053], [3.459, 1.939, 1.484], [4.113, 2.392, 2.657], [4.294, 2.036, 0.279], [3.441, 0.323, 1.649]], "nbo_charge": [0.993, 0.961, 0.985, -1.174, 2.298, -0.792, -0.885, -0.540, 2.372, -0.870, -0.850, -0.537, -1.182, 2.327, -0.805, -0.903, -0.527, 2.400, -0.898, -0.887, -0.505, -1.198, 2.354, -0.866, -0.844, -0.533, 2.373, -0.906, -0.832, -0.529]}



{"formula": "F8Li2N4O16S8", "method": "ωB97M-V with the def2-TZVPD basis set", "lumo_energy_ev": -0.55, "multiplicity": 1, "relative_energy_kcal_mol": 281.1, "gap_ev": 4.26, "homo_energy_ev": -4.81, "charge": -2, "species": ["Li", "Li", "N", "S", "O", "O", "F", "S", "O", "O", "F", "N", "S", "O", "O", "F", "S", "O", "O", "F", "N", "S", "O", "O", "F", "S", "O", "O", "F", "N", "S", "O", "O", "F", "S", "O", "O", "F"], "positions_angstrom": [[19.738, -10.408, 0.472], [21.844, -13.576, -0.228], [21.709, -10.956, -2.510], [22.947, -9.913, -3.055], [22.504, -8.547, -3.327], [24.116, -10.446, -3.723], [23.471, -9.676, -1.653], [21.372, -11.212, -3.979], [22.120, -12.134, -4.739], [20.371, -10.371, -4.601], [20.418, -12.380, -3.489], [25.888, -17.510, -3.536], [24.524, -17.390, -4.541], [24.806, -16.951, -5.902], [23.264, -17.181, -3.935], [24.377, -18.982, -4.793], [25.831, -15.986, -3.251], [24.831, -15.552, -2.290], [26.244, -15.069, -4.307], [27.230, -16.163, -2.489], [20.752, -12.724, 3.150], [19.379, -12.817, 4.149], [18.699, -11.577, 4.375], [19.230, -13.919, 5.067], [18.557, -13.439, 2.871], [21.556, -12.418, 4.401], [21.892, -13.491, 5.314], [21.361, -11.090, 4.983], [22.946, -12.283, 3.646], [21.587, -20.056, 0.337], [20.510, -18.825, 0.997], [19.450, -19.150, 2.005], [20.393, -17.711, 0.067], [21.677, -18.170, 1.858], [20.436, -20.910, -0.166], [19.548, -20.489, -1.230], [19.952, -21.823, 0.842], [21.420, -21.923, -0.914]], "nbo_charge": [0.988, 0.984, -1.126, 2.316, -0.902, -0.830, -0.510, 2.358, -0.833, -0.886, -0.577, -1.024, 2.343, -0.902, -0.890, -0.530, 2.381, -0.936, -0.909, -0.530, -1.122, 2.329, -0.892, -0.820, -0.540, 2.370, -0.878, -0.911, -0.525, -1.000, 2.297, -0.861, -0.924, -0.513, 2.407, -0.914, -0.955, -0.533]}



{"formula": "FH14O7", "method": "ωB97M-V with the def2-TZVPD basis set", "lumo_energy_ev": 3.18, "multiplicity": 1, "relative_energy_kcal_mol": 5.5, "gap_ev": 10.49, "homo_energy_ev": -7.31, "charge": -1, "species": ["F", "O", "H", "H", "O", "H", "H", "O", "H", "H", "O", "H", "H", "O", "H", "H", "O", "H", "H", "O", "H", "H"], "positions_angstrom": [[5.620, 5.079, 5.971], [7.411, 6.985, 6.508], [6.818, 6.259, 6.314], [8.276, 6.662, 6.259], [3.999, 3.384, 7.620], [4.520, 3.987, 7.090], [4.582, 2.641, 7.779], [6.172, 3.161, 4.127], [6.109, 3.860, 4.778], [5.981, 2.360, 4.616], [3.671, 5.230, 3.706], [4.174, 4.905, 4.453], [2.759, 5.181, 3.993], [4.239, 7.008, 7.391], [4.728, 6.420, 6.815], [4.127, 6.512, 8.201], [7.136, 5.947, 3.366], [6.503, 5.607, 2.734], [6.722, 5.810, 4.218], [7.377, 2.982, 7.130], [6.990, 3.679, 6.601], [6.677, 2.336, 7.226]], "nbo_charge": [-0.897, -0.970, 0.494, 0.452, -0.966, 0.505, 0.446, -0.966, 0.490, 0.450, -0.960, 0.497, 0.457, -0.971, 0.500, 0.455, -0.959, 0.470, 0.484, -0.950, 0.497, 0.444]}